# 1
The following is a DFT calculation (wB97M-V/def2-TZVPD) of C3H7Br2N as an isolated structure at a distorted geometry.

Geometry (Å):
C  -0.776  1.048  -0.481
C  0.963  -0.873  -0.867
C  0.227  0.113  0.116
N  -0.432  -0.779  1.006
Br  0.498  -1.766  2.252
Br  -1.859  0.421  2.520
H  -0.284  1.366  -1.464
H  -1.746  0.793  -0.707
H  -0.929  2.027  0.079
H  0.311  -1.518  -1.339
H  1.689  -1.321  -0.181
H  1.497  -0.317  -1.660
H  0.841  0.807  0.726

Summary:
E_LUMO (spin up / spin down)	-2.0 / -1.6	eV
ΔE to the lowest compared entry with this formula, charge and spin	48.3	kcal/mol
strongest force on any atom	4.36	eV/Å
E_HOMO (spin up / spin down)	-0.353 / -0.350	Eh
gap between HOMO and LUMO (spin up / spin down)	7.60 / 7.89	eV

Results of the natural (NBO) charge analysis, in e, for atoms 1 through 8: number 1, C, carries -0.614; number 2, C, carries -0.594; number 3, C, carries -0.142; number 4, N, carries -0.384; number 5, Br, carries 0.269; number 6, Br, carries -0.087; number 7, H, carries 0.212; number 8, H, carries 0.230

---

# 2
The following is a DFT calculation (wB97M-V/def2-TZVPD) of C42H52N14O4PRb as an isolated structure at a distorted geometry.

Geometry (Å):
Rb  -0.877  -0.832  -0.202
N  0.744  0.463  1.704
C  1.018  1.871  1.966
C  2.222  2.310  1.137
N  1.901  2.523  -0.281
C  1.300  3.846  -0.464
C  0.219  3.923  -1.537
N  -0.866  2.981  -1.212
C  3.055  2.290  -1.148
C  2.701  1.661  -2.489
N  2.358  0.232  -2.327
H  -0.148  0.179  2.113
H  1.462  -0.112  2.131
H  1.242  2.083  3.021
H  0.126  2.442  1.702
H  2.951  1.501  1.202
H  2.681  3.211  1.573
H  2.067  4.601  -0.691
H  0.832  4.128  0.482
H  0.591  3.700  -2.533
H  -0.185  4.937  -1.538
H  -0.457  2.057  -1.027
H  -1.407  3.329  -0.368
H  3.735  1.604  -0.637
H  3.615  3.219  -1.334
H  3.547  1.741  -3.172
H  1.839  2.129  -2.958
H  3.134  -0.330  -1.974
H  1.623  0.050  -1.630
C  0.858  -4.468  2.882
C  -0.259  -5.046  3.475
C  -1.483  -4.424  3.349
C  -1.578  -3.230  2.618
N  -0.500  -2.675  2.050
C  0.676  -3.282  2.194
N  -2.854  -2.699  2.468
C  -3.097  -1.469  2.181
N  -2.233  -0.413  2.045
C  -2.937  0.687  1.766
N  -2.345  1.810  1.449
C  -2.768  3.064  1.693
C  -3.521  3.426  2.840
C  -3.769  4.749  3.099
C  -3.286  5.729  2.227
C  -2.575  5.307  1.127
N  -2.320  4.023  0.857
C  -4.404  0.377  1.728
C  -5.535  1.129  1.468
C  -6.768  0.483  1.513
C  -6.856  -0.875  1.796
C  -5.712  -1.635  2.026
C  -4.495  -0.988  1.986
H  1.836  -4.925  2.944
H  -0.168  -5.976  4.022
H  -2.379  -4.831  3.796
H  1.522  -2.785  1.726
H  -3.858  2.643  3.507
H  -4.333  5.040  3.976
H  -3.448  6.781  2.412
H  -2.175  6.023  0.417
H  -5.468  2.184  1.237
H  -7.671  1.050  1.324
H  -7.829  -1.347  1.839
H  -5.765  -2.698  2.223
C  2.337  -5.509  -7.417
O  2.518  -6.744  -6.759
C  3.095  -6.714  -5.524
C  3.113  -7.915  -4.822
C  3.649  -7.975  -3.551
C  4.147  -6.829  -2.935
C  4.185  -5.645  -3.667
C  3.665  -5.582  -4.950
N  4.745  -6.945  -1.651
N  4.539  -6.121  -0.744
C  3.575  -5.108  -0.857
C  2.353  -5.247  -1.498
C  1.472  -4.189  -1.626
C  1.794  -2.880  -1.213
O  1.017  -1.891  -1.428
C  3.064  -2.727  -0.512
N  3.421  -1.481  -0.105
C  4.495  -1.342  0.637
C  5.307  -2.417  1.039
C  5.019  -3.665  0.563
C  3.885  -3.857  -0.257
H  1.797  -5.731  -8.334
H  3.290  -5.037  -7.669
H  1.745  -4.818  -6.809
H  2.707  -8.799  -5.297
H  3.658  -8.908  -3.003
H  4.628  -4.759  -3.230
H  3.709  -4.645  -5.489
H  2.071  -6.225  -1.870
H  0.500  -4.341  -2.081
H  4.747  -0.328  0.939
H  6.149  -2.244  1.697
H  5.631  -4.525  0.803
N  0.809  -1.255  -4.229
C  -0.423  -0.665  -4.785
P  -0.826  0.789  -3.733
O  0.070  1.938  -4.101
O  -0.821  0.370  -2.279
C  -2.548  1.285  -4.172
N  -2.660  2.659  -3.645
H  0.604  -1.663  -3.312
H  1.951  -0.188  -3.197
H  1.144  -2.008  -4.818
H  -1.260  -1.373  -4.817
H  -0.229  -0.302  -5.794
H  -3.249  0.635  -3.649
H  -2.740  1.226  -5.249
H  -2.027  3.243  -4.184
H  -1.525  2.840  -2.000
H  -3.596  3.027  -3.759

Summary:
E_LUMO	-0.1	eV
strongest force on any atom	1.56	eV/Å
E_HOMO	-0.243	Eh
gap between HOMO and LUMO	6.51	eV

Results of the Löwdin charge analysis, in e, for atoms 1 through 8: number 1, Rb, carries 1.083; number 2, N, carries -0.053; number 3, C, carries -0.256; number 4, C, carries -0.186; number 5, N, carries -0.141; number 6, C, carries -0.169; number 7, C, carries -0.142; number 8, N, carries 0.148

---

# 3
The following is a DFT calculation (wB97M-V/def2-TZVPD) of C18H37F9HfO25S5 as an isolated structure at a distorted geometry.

Geometry (Å):
Hf  -0.470  2.705  -4.247
C  -1.831  -2.148  -4.950
F  -1.076  -2.537  -3.860
F  -2.045  -3.198  -5.695
F  -3.068  -1.731  -4.505
S  -0.786  -0.759  -5.933
O  -1.568  -0.530  -7.143
O  -0.766  0.488  -5.139
O  0.592  -1.282  -6.126
C  -2.199  3.114  0.391
F  -0.874  3.166  0.592
F  -2.774  1.901  0.496
F  -2.769  3.823  1.340
S  -2.583  4.020  -1.291
O  -3.944  3.634  -1.707
O  -2.487  5.430  -0.916
O  -1.592  3.585  -2.325
C  -4.505  0.198  -2.919
F  -3.389  -0.295  -2.275
F  -5.375  -0.780  -3.470
F  -5.115  0.879  -1.942
S  -3.952  1.518  -4.294
O  -2.659  2.089  -3.938
O  -3.611  0.793  -5.562
O  -5.091  2.417  -4.303
C  1.667  0.097  -1.049
C  0.301  -0.084  -1.706
C  -0.656  -0.673  -0.641
O  -0.225  1.109  -2.305
H  1.457  1.014  -0.498
H  2.418  0.342  -1.800
H  1.990  -0.772  -0.475
H  0.428  -0.808  -2.511
H  -0.312  -1.621  -0.229
H  -1.729  -0.674  -0.836
H  -0.413  -0.071  0.235
O  6.123  2.994  0.442
S  5.203  1.820  0.476
O  4.861  1.119  -0.773
O  5.632  0.815  1.783
C  5.023  -0.484  1.884
C  5.065  -0.983  3.392
C  3.677  2.489  1.115
H  5.446  -1.259  1.244
H  4.001  -0.478  1.505
H  4.440  -1.875  3.423
H  4.535  -0.361  4.113
H  6.092  -1.217  3.675
H  3.806  2.608  2.190
H  2.898  1.732  1.028
H  3.342  3.425  0.668
O  2.451  1.174  4.083
S  1.119  0.929  4.625
O  1.094  0.278  5.940
O  0.178  2.304  4.720
C  -1.115  2.321  5.419
C  -2.159  3.050  4.635
C  0.093  -0.053  3.347
H  -1.102  2.787  6.405
H  -1.462  1.291  5.500
H  -2.310  2.521  3.694
H  -2.000  4.071  4.290
H  -3.122  2.980  5.142
H  -0.441  -0.823  3.904
H  0.769  -0.586  2.678
H  -0.569  0.590  2.766
O  1.752  1.807  -4.239
H  2.427  2.267  -4.738
H  2.238  1.305  -3.584
O  3.504  3.366  -2.139
H  3.784  2.725  -1.486
H  4.255  3.453  -2.727
O  -2.431  -2.951  -1.489
H  -2.381  -2.077  -1.877
H  -2.371  -3.548  -2.235
C  -3.822  -2.127  1.348
C  -2.535  -2.279  2.111
O  -3.071  -2.444  3.443
C  -4.402  -2.176  3.491
O  -5.121  -2.247  4.507
O  -4.851  -1.929  2.291
H  -4.107  -3.115  0.986
H  -3.809  -1.359  0.574
H  -1.937  -1.381  1.955
H  -2.085  -3.250  1.906
C  2.302  -3.668  -0.819
C  1.557  -4.835  -0.237
O  2.056  -4.965  1.090
C  2.942  -4.010  1.333
O  3.600  -3.848  2.324
O  2.905  -3.130  0.324
H  1.710  -2.933  -1.365
H  3.146  -3.990  -1.430
H  1.678  -5.620  -0.983
H  0.504  -4.578  -0.117

Summary:
E_LUMO	-5.4	eV
strongest force on any atom	12.55	eV/Å
E_HOMO	-0.387	Eh
gap between HOMO and LUMO	5.15	eV

Results of the Löwdin charge analysis, in e, for atoms 1 through 8: number 1, Hf, carries 2.263; number 2, C, carries -0.525; number 3, F, carries 0.069; number 4, F, carries 0.183; number 5, F, carries 0.095; number 6, S, carries 0.577; number 7, O, carries -0.290; number 8, O, carries -0.473

---

# 4
The following is a DFT calculation (wB97M-V/def2-TZVPD) of C18H45ClFeO16P3 as an isolated structure at a distorted geometry.

Geometry (Å):
Fe  -1.766  -0.041  0.395
Cl  0.083  -3.036  0.842
O  -0.880  -3.891  0.216
O  -0.273  -1.628  0.542
O  0.087  -3.198  2.261
O  1.390  -3.239  0.282
C  4.172  -0.421  0.450
C  2.707  -0.181  0.425
O  2.415  1.222  0.166
P  1.112  1.596  -0.609
O  -0.138  1.146  0.022
O  1.197  3.126  -0.835
C  2.142  4.012  -0.136
C  3.389  4.261  -0.921
O  1.249  0.865  -1.999
C  2.398  1.094  -2.835
C  2.184  2.228  -3.825
H  4.575  -0.393  -0.565
H  4.754  0.292  1.039
H  4.426  -1.391  0.875
H  2.228  -0.774  -0.358
H  2.212  -0.529  1.333
H  1.542  4.922  -0.116
H  2.222  3.714  0.906
H  3.179  5.031  -1.689
H  4.195  4.750  -0.380
H  3.704  3.544  -1.683
H  3.327  1.216  -2.269
H  2.565  0.148  -3.356
H  1.345  1.967  -4.473
H  1.927  3.130  -3.275
H  3.044  2.318  -4.484
C  -1.405  0.757  -5.239
C  -2.617  0.840  -4.342
O  -3.130  -0.435  -3.856
P  -2.351  -1.235  -2.762
O  -2.127  -0.475  -1.511
O  -1.061  -1.724  -3.477
C  0.093  -2.220  -2.740
C  1.166  -2.629  -3.741
O  -3.233  -2.484  -2.482
C  -3.673  -3.333  -3.580
C  -3.608  -4.786  -3.166
H  -1.054  1.782  -5.376
H  -0.532  0.259  -4.820
H  -1.704  0.259  -6.159
H  -2.467  1.479  -3.470
H  -3.419  1.263  -4.941
H  0.452  -1.438  -2.072
H  -0.207  -3.072  -2.137
H  0.630  -3.239  -4.467
H  1.700  -1.765  -4.124
H  1.862  -3.269  -3.200
H  -4.669  -2.973  -3.834
H  -3.037  -3.194  -4.456
H  -2.564  -5.058  -3.042
H  -4.173  -4.918  -2.242
H  -4.126  -5.394  -3.905
C  -0.271  -2.997  5.642
C  -0.816  -1.585  5.643
O  -1.064  -1.165  4.260
P  -1.548  0.217  3.800
O  -1.863  0.237  2.353
O  -2.746  0.618  4.724
C  -2.872  1.898  5.358
C  -3.077  3.038  4.386
O  -0.419  1.265  4.179
C  0.867  1.013  3.551
C  1.719  2.248  3.731
H  0.695  -2.986  6.144
H  -0.929  -3.644  6.223
H  -0.175  -3.456  4.663
H  -1.751  -1.418  6.177
H  -0.114  -0.862  6.065
H  -3.712  1.843  6.044
H  -1.990  2.167  5.942
H  -3.876  2.816  3.676
H  -3.306  3.977  4.891
H  -2.164  3.273  3.834
H  1.344  0.133  3.985
H  0.714  0.797  2.491
H  2.268  2.229  4.677
H  2.528  2.341  3.005
H  1.101  3.145  3.748

Summary:
E_LUMO (spin up / spin down)	-2.1 / -2.7	eV
strongest force on any atom	2.55	eV/Å
E_HOMO (spin up / spin down)	-0.449 / -0.449	Eh
gap between HOMO and LUMO (spin up / spin down)	10.10 / 9.46	eV
charge	+1
2S+1	5

Results of the Löwdin charge analysis, in e, for atoms 1 through 8: number 1, Fe, carries 0.979; number 2, Cl, carries 0.686; number 3, O, carries -0.311; number 4, O, carries -0.448; number 5, O, carries -0.312; number 6, O, carries -0.318; number 7, C, carries -0.052; number 8, C, carries -0.245